[1]
C4H5BS | ωB97M-V/def2-TZVPD

Properties
- F_max (eV/A) = 4.0
- electronic energy (eV) = -15738.17894
- LUMO (Ha) = -0.0035
- HOMO (eV) = -9.401

Last columns: bonded neighbours and bond lengths (Å).
Geometry (Å):
1 B 0.34 -1.05 0.99  C5 1.530, H8 1.162
2 C -0.73 0.57 -0.80  C3 1.377, C5 1.395, H9 1.067
3 C -0.48 1.81 -1.34  C2 1.377, S6 1.754, H10 1.075
4 C 1.46 0.94 -0.05  C5 1.413, S6 1.704, H11 1.021
5 C 0.34 0.07 -0.06  B1 1.530, C2 1.395, C4 1.413
6 S 1.17 2.30 -1.04  C3 1.754, C4 1.704
7 H -0.82 -2.02 1.50  no bonds
8 H 1.23 -1.14 1.73  B1 1.162
9 H -1.71 0.17 -0.98  C2 1.067
10 H -1.28 2.33 -1.84  C3 1.075
11 H 2.34 0.69 0.39  C4 1.021

Atomic partial charges in e from the Löwdin method, atoms 1 to 4: atom 1 (B): 0.009, atom 2 (C): -0.182, atom 3 (C): -0.372, atom 4 (C): -0.375

[2]
C4H5Br | ωB97M-V/def2-TZVPD

Properties
- F_max (eV/A) = 4.1
- electronic energy (eV) = -74265.34169
- LUMO (Ha) = -0.0088
- HOMO (eV) = -8.478

Last columns: bonded neighbours and bond lengths (Å).
Geometry (Å):
1 C -1.50 -1.53 0.01  C2 1.174, H6 1.034
2 C -0.72 -2.39 0.18  C1 1.174, H10 1.046
3 C 0.39 1.40 0.43  C4 1.540, H7 1.077, H8 1.142, H9 1.102
4 C 0.56 0.91 -1.02  C3 1.540, Br5 1.814
5 Br 2.27 0.79 -1.60  C4 1.814
6 H -1.93 -0.63 -0.27  C1 1.034
7 H -0.42 0.84 0.87  C3 1.077
8 H 0.21 2.47 0.06  C3 1.142
9 H 1.40 1.42 0.87  C3 1.102
10 H -0.26 -3.28 0.47  C2 1.046

Atomic partial charges in e from the Löwdin method, atoms 1 to 4: atom 1 (C): -0.016, atom 2 (C): 0.011, atom 3 (C): -0.247, atom 4 (C): -0.625

[3]
C4H5BrFN | ωB97M-V/def2-TZVPD

Properties
- F_max (eV/A) = 4.2
- electronic energy (eV) = -78474.42152
- LUMO (Ha) = 0.0001
- HOMO (eV) = -9.061

Last columns: bonded neighbours and bond lengths (Å).
Geometry (Å):
1 C -0.59 0.99 2.70  N5 1.251, H8 1.141, H9 1.075
2 C -0.23 -0.36 -0.88  C3 1.305, C4 1.524, F6 1.341
3 C 0.25 0.31 0.13  C2 1.305, Br7 1.794
4 C 0.50 -1.04 -2.04  C2 1.524, H10 1.196, H11 1.107, H12 1.099
5 N -1.04 1.22 1.55  C1 1.251
6 F -1.54 -0.29 -1.15  C2 1.341
7 Br 1.97 0.52 0.58  C3 1.794
8 H -1.03 1.63 3.53  C1 1.141
9 H 0.20 0.27 2.82  C1 1.075
10 H -0.23 -0.58 -2.87  C4 1.196
11 H 0.27 -2.12 -2.16  C4 1.107
12 H 1.46 -0.55 -2.22  C4 1.099

Atomic partial charges in e from the Löwdin method, atoms 1 to 4: atom 1 (C): -0.189, atom 2 (C): -0.486, atom 3 (C): -0.597, atom 4 (C): -0.032